Record 1
{"formula": "C4H8N2O", "method": "ωB97M-V/def2-TZVPD", "relative_energy_kj_mol": 475.2, "homo_lumo_gap_ev": 9.35, "charge": 0, "lumo_energy_ha": 0.03097, "e_homo_ev": -8.5, "energy_ha": -341.82266, "symbols": ["C", "C", "C", "C", "O", "N", "N", "H", "H", "H", "H", "H", "H", "H", "H"], "xyz": [[2.909149, -0.535675, 0.214973], [-2.880178, 0.528923, 0.200864], [-1.409138, 0.636997, 0.139480], [0.732592, 0.133734, -0.371242], [-0.761996, -0.651561, -0.728424], [-0.457844, 1.322591, 0.424860], [1.462395, -0.573614, 0.344576], [-0.699950, -1.451799, -0.178329], [0.962775, 0.682472, -1.282476], [3.348408, -0.019231, 1.072738], [3.249221, -0.029648, -0.698906], [3.301059, -1.554782, 0.210823], [-3.298097, 0.483043, -0.805853], [-3.274594, 1.401489, 0.720701], [-3.183804, -0.372938, 0.736214]], "forces_ev_per_angstrom": [[0.0, 0.0, -0.1], [-0.1, -0.1, 0.0], [0.4, -0.1, -0.1], [-0.3, 0.0, 0.0], [0.1, 0.4, 0.3], [0.0, -0.4, -0.2], [-0.1, 0.0, 0.0], [0.0, 0.1, 0.0], [0.0, 0.0, 0.1], [0.0, 0.0, -0.1], [-0.1, 0.0, 0.1], [0.0, 0.1, 0.0], [0.0, 0.0, 0.1], [0.0, 0.0, 0.0], [0.0, 0.1, 0.0]], "lowdin_charge": [-0.1353, -0.0317, -0.3677, -0.2425, -0.0550, 0.1578, -0.0304, 0.1051, 0.1306, 0.0713, 0.0719, 0.0666, 0.0869, 0.0877, 0.0848]}

---

Record 2
{"formula": "C5H7B", "method": "ωB97M-V/def2-TZVPD", "relative_energy_kj_mol": 246.7, "smiles": "C1=C[C@@H]2CB2C1", "homo_lumo_gap_ev": 8.50, "charge": 0, "lumo_energy_ha": -0.00848, "e_homo_ev": -8.7, "energy_ha": -219.41213, "symbols": ["C", "C", "C", "C", "B", "C", "H", "H", "H", "H", "H", "H", "H"], "xyz": [[-1.634486, -0.061769, 0.001614], [-0.756647, -1.066479, -0.110818], [0.673457, -0.736313, -0.553570], [1.713371, 0.109746, 0.399127], [0.774653, 0.879252, -0.560461], [-0.723605, 1.289759, -0.165031], [-2.673399, -0.129248, 0.328834], [-0.847160, -2.176999, -0.022700], [1.251184, -1.553565, -1.164111], [2.644257, -0.288775, 0.121735], [1.790147, 0.202787, 1.402851], [-0.788716, 1.555818, 0.996425], [-1.423060, 1.975790, -0.673893]], "forces_ev_per_angstrom": [[3.3, 0.4, -0.4], [1.4, -1.7, -0.7], [0.1, 0.3, -1.0], [-0.7, 0.8, -3.9], [-1.5, -3.5, 1.8], [-3.0, 0.1, 2.7], [0.4, 0.3, -0.3], [-0.9, 1.0, 0.2], [-1.1, 1.7, 1.5], [1.2, -0.3, -0.9], [-0.8, 0.4, 3.4], [0.6, 0.3, -2.3], [0.9, 0.3, 0.1]], "lowdin_charge": [-0.0820, -0.1463, -0.1504, -0.0118, -0.1399, -0.1147, 0.0950, 0.1023, 0.1418, 0.0570, 0.0400, 0.1340, 0.0751]}

---

Record 3
{"formula": "C2H3FN", "method": "ωB97M-V/def2-TZVPD", "relative_energy_kj_mol": 397.4, "homo_lumo_gap_ev": 9.83, "charge": 1, "lumo_energy_ha": -0.36457, "e_homo_ev": -19.7, "energy_ha": -232.12000, "symbols": ["C", "C", "N", "F", "H", "H", "H"], "xyz": [[0.285040, -0.160696, -0.249261], [-0.580095, 0.454256, 0.632908], [1.154575, -0.540504, -0.907963], [1.657153, -1.585240, -2.066854], [-0.378566, 0.144019, 1.667223], [-1.598872, 0.135328, 0.353604], [-0.539235, 1.552838, 0.570342]], "forces_ev_per_angstrom": [[1.4, -0.7, -1.2], [-1.6, 0.9, 1.4], [2.0, -4.0, -4.5], [-2.1, 4.1, 4.6], [0.0, -0.1, -0.2], [0.1, 0.1, 0.1], [0.1, -0.3, -0.2]], "lowdin_charge": [0.0157, 0.0421, 0.3630, 0.1340, 0.1443, 0.1521, 0.1488]}

---

Record 4
{"formula": "BrCl2OP", "method": "ωB97M-V/def2-TZVPD", "relative_energy_kj_mol": 400.3, "homo_lumo_gap_ev": [8.08, 8.08], "charge": 0, "lumo_energy_ha": [-0.09497, -0.09489], "e_homo_ev": [-10.7, -10.7], "energy_ha": -3910.85539, "symbols": ["O", "P", "Cl", "Cl", "Br"], "xyz": [[1.363064, 1.259265, 0.468745], [-0.582839, -0.296061, -0.036858], [-0.637499, -1.812017, 1.150368], [-0.510788, -1.156628, -1.899610], [-2.621208, 0.531495, -0.026970]], "forces_ev_per_angstrom": [[-2.3, -1.8, -0.6], [2.0, 2.9, -1.2], [-0.1, -1.3, 1.1], [0.1, 0.3, 0.6], [0.3, -0.1, 0.1]], "lowdin_charge": [-0.4108, -0.2976, 0.2665, 0.1672, 0.2747]}

---

Record 5
{"formula": "C31H40BrIIrN3O3PS", "method": "ωB97M-V/def2-TZVPD", "relative_energy_kj_mol": 105.3, "homo_lumo_gap_ev": 6.80, "charge": 1, "lumo_energy_ha": -0.16458, "e_homo_ev": -11.3, "energy_ha": -5310.74080, "symbols": ["Ir", "Br", "C", "C", "N", "C", "C", "C", "C", "O", "O", "H", "H", "H", "C", "C", "C", "C", "P", "C", "C", "C", "C", "C", "C", "C", "C", "C", "C", "H", "H", "H", "H", "H", "H", "H", "H", "H", "H", "H", "H", "H", "H", "H", "H", "H", "H", "H", "H", "H", "H", "H", "C", "C", "C", "N", "C", "S", "N", "C", "O", "C", "C", "C", "C", "C", "C", "H", "H", "H", "H", "H", "H", "H", "H", "H", "H", "H", "H", "H", "H", "I"], "xyz": [[0.572736, -0.705604, -0.212574], [-5.451039, -4.604900, -2.609790], [-3.568671, -4.582631, -2.580920], [-2.851128, -5.586640, -3.223527], [-1.524296, -5.622821, -3.239336], [-0.858174, -4.653128, -2.626917], [-1.498826, -3.618765, -1.955009], [-2.886590, -3.580567, -1.922757], [-0.721428, -2.570107, -1.275667], [0.323988, -2.082185, -1.811458], [-1.064044, -2.118399, -0.144234], [-3.373233, -6.382960, -3.740497], [0.224194, -4.698701, -2.662340], [-3.408930, -2.786942, -1.405721], [4.899432, -0.492533, -2.257812], [3.878216, -0.983509, -1.222657], [3.226692, -2.247276, -1.793093], [4.599170, -1.387251, 0.067187], [2.565243, 0.338073, -0.892033], [2.273128, 1.040227, -2.559005], [2.766463, 2.262260, -3.010820], [2.541486, 2.684629, -4.313424], [1.830591, 1.888610, -5.195986], [1.337223, 0.667405, -4.762352], [1.549124, 0.251004, -3.458361], [3.311110, 1.672732, 0.203093], [3.552991, 1.158439, 1.639383], [4.670826, 2.240539, -0.242312], [2.269464, 2.802554, 0.264588], [5.639227, -1.283752, -2.401207], [5.432755, 0.403784, -1.951851], [4.429672, -0.300473, -3.222138], [4.024464, -2.964875, -1.997345], [2.696819, -2.068467, -2.725624], [2.539283, -2.716875, -1.088009], [5.196080, -2.277826, -0.139646], [3.906304, -1.636997, 0.874805], [5.282436, -0.619856, 0.420072], [3.320585, 2.917136, -2.361540], [2.928988, 3.642605, -4.634287], [1.657302, 2.219317, -6.211423], [0.773241, 0.035811, -5.436312], [1.128890, -0.691135, -3.147786], [4.519169, 0.673360, 1.734083], [2.795448, 0.482951, 2.014352], [3.564442, 2.025440, 2.303884], [5.459997, 1.495148, -0.172664], [4.923392, 3.034454, 0.465254], [4.699498, 2.671061, -1.237658], [1.318629, 2.419243, 0.631288], [2.076676, 3.262985, -0.701713], [2.625526, 3.576851, 0.946908], [-4.550576, -1.504143, 1.675935], [-3.686406, -1.735742, 2.910328], [-2.239908, -1.317609, 2.705109], [-2.182948, 0.145004, 2.538796], [-1.126561, 0.853112, 2.255571], [0.435308, 0.098486, 1.999739], [-1.151843, 2.203726, 2.222015], [-2.249700, 3.123701, 2.241082], [-2.154805, 4.103114, 1.556412], [-3.399589, 2.839468, 3.133539], [-4.680018, 3.136040, 2.673397], [-5.771426, 2.916413, 3.497877], [-5.582285, 2.433035, 4.785980], [-4.302433, 2.165038, 5.256286], [-3.208376, 2.359288, 4.429326], [-5.565482, -1.864845, 1.837408], [-4.136035, -2.028890, 0.813277], [-4.622117, -0.445444, 1.412534], [-3.686419, -2.794487, 3.172186], [-4.100376, -1.209698, 3.777320], [-1.826148, -1.785145, 1.815610], [-1.619408, -1.589002, 3.559706], [-3.047038, 0.639676, 2.728222], [-0.324267, 2.618930, 1.815876], [-4.804496, 3.535771, 1.675482], [-6.769009, 3.133494, 3.141076], [-6.435756, 2.273925, 5.431644], [-4.158443, 1.812493, 6.268657], [-2.206808, 2.157808, 4.791543], [-0.971154, 1.125058, -1.139065]], "forces_ev_per_angstrom": [[0.5, -0.2, 0.3], [0.0, 0.0, 0.0], [0.0, 0.0, 0.0], [0.0, 0.0, 0.0], [0.1, -0.1, 0.0], [-0.1, 0.1, -0.1], [0.0, 0.0, 0.0], [0.0, -0.1, 0.1], [-0.1, -0.2, -0.1], [-0.1, 0.3, 0.0], [-0.2, 0.3, 0.0], [0.0, 0.0, 0.0], [0.0, 0.0, 0.0], [0.0, 0.0, 0.0], [0.0, 0.0, 0.0], [0.0, 0.0, 0.0], [0.0, 0.0, 0.0], [0.0, 0.0, 0.0], [0.0, 0.0, -0.1], [0.0, -0.1, 0.0], [0.0, 0.0, 0.0], [0.0, 0.0, 0.0], [0.0, 0.0, 0.0], [0.0, 0.0, 0.0], [0.1, 0.1, 0.0], [0.0, 0.0, 0.1], [0.0, 0.1, 0.0], [0.0, 0.0, 0.0], [0.0, 0.0, -0.1], [0.0, 0.0, 0.0], [0.0, 0.0, 0.0], [0.0, 0.0, 0.0], [0.0, 0.0, 0.0], [0.0, 0.0, 0.0], [0.0, 0.0, 0.0], [0.0, 0.0, 0.0], [0.0, 0.0, 0.0], [0.0, 0.0, 0.0], [0.0, 0.0, 0.0], [0.0, 0.0, 0.0], [0.0, 0.0, 0.0], [0.0, 0.0, 0.0], [0.0, 0.0, 0.0], [0.0, 0.0, 0.0], [0.0, 0.0, 0.0], [0.0, 0.0, 0.0], [0.0, 0.0, 0.0], [0.0, 0.0, 0.0], [0.0, 0.0, 0.0], [0.0, 0.0, 0.0], [0.0, 0.0, 0.0], [0.0, 0.0, 0.0], [0.0, 0.0, 0.0], [0.0, 0.0, 0.0], [0.0, 0.0, 0.0], [-0.1, 0.0, 0.0], [-0.2, -0.2, -0.1], [0.3, 0.2, -0.1], [0.0, 0.0, 0.2], [0.0, 0.0, -0.1], [0.0, 0.0, 0.0], [0.0, 0.0, 0.0], [0.0, 0.0, 0.0], [0.0, 0.0, 0.0], [0.0, 0.0, 0.0], [0.0, 0.0, 0.0], [0.0, 0.0, 0.0], [0.0, 0.0, 0.0], [0.0, 0.0, 0.0], [0.0, 0.0, 0.0], [0.0, 0.0, 0.0], [0.0, 0.0, 0.0], [0.0, 0.0, 0.1], [0.0, 0.0, 0.0], [0.0, 0.0, 0.0], [0.0, 0.0, 0.0], [0.0, 0.0, 0.0], [0.0, 0.0, 0.0], [0.0, 0.0, 0.0], [0.0, 0.0, 0.0], [0.0, 0.0, 0.0], [0.0, -0.1, -0.1]], "lowdin_charge": [0.5935, 0.7814, -0.6615, -0.1586, 0.0924, -0.0636, -0.1125, -0.0397, -0.5854, -0.1634, -0.1517, 0.1115, 0.1272, 0.1105, -0.0642, -0.6540, -0.1009, -0.0826, 0.9885, -0.3872, -0.0878, -0.0573, -0.0611, -0.0577, -0.1620, -0.6423, -0.1166, -0.0714, -0.1067, 0.0984, 0.0681, 0.0853, 0.0977, 0.0712, 0.0698, 0.0959, 0.0857, 0.0647, 0.0755, 0.1122, 0.1114, 0.1140, 0.0573, 0.0667, -0.0205, 0.0972, 0.0687, 0.1003, 0.0654, -0.0053, 0.0717, 0.0988, -0.0804, -0.2225, -0.1813, 0.0756, -0.7250, 0.6452, 0.1018, -0.3767, 0.1507, -0.1809, -0.0046, -0.0507, -0.0553, -0.0582, -0.0402, 0.0811, 0.0633, 0.0703, 0.1189, 0.1113, 0.0793, 0.1249, 0.1222, 0.1039, 0.1282, 0.1143, 0.1136, 0.1132, 0.1255, 0.5656]}